Entry 1:
Entry from OMol25: one molecule with the formula C4H6N2O2 at a distorted geometry (ωB97M-V with the def2-TZVPD basis set).

## Properties
F_max: 8.2 eV/Å
highest occupied orbital energy: -9.5840 eV
frontier orbital gap: 9.89 eV
E_LUMO: 0.302 eV
net charge: 0

The geometry in XYZ format:
```
14
Properties=species:S:1:pos:R:3:lowdin_charge:R:1
O 0.67 -1.90 1.70 0.05
C 0.47 -1.31 0.67 -0.20
N -0.16 0.03 0.73 -0.11
C -0.54 0.48 2.01 -0.20
O -0.58 1.72 2.29 -0.01
N -0.18 0.80 -0.28 -0.15
C -0.66 0.41 -1.58 -0.10
C 0.87 0.56 -1.27 -0.08
H 0.60 -1.76 -0.37 0.14
H -0.91 -0.43 2.82 0.20
H -1.13 -0.67 -1.62 0.14
H -1.38 1.09 -2.12 0.11
H 1.32 -0.44 -1.25 0.06
H 1.60 1.42 -1.71 0.15
```

---

Entry 2:
Entry from OMol25: one molecule with the formula C4H6N2O2 at a distorted geometry (ωB97M-V with the def2-TZVPD basis set).

## Properties
F_max: 5.1 eV/Å
highest occupied orbital energy: -9.8455 eV
frontier orbital gap: 10.28 eV
E_LUMO: 0.436 eV
net charge: 0

The geometry in XYZ format:
```
14
Properties=species:S:1:pos:R:3:lowdin_charge:R:1
H 1.55 -1.39 -2.42 0.05
N 1.37 -1.13 -1.46 0.12
C 0.47 -0.31 -1.18 -0.25
C 0.36 0.14 0.22 -0.19
C -1.04 0.29 0.75 -0.02
C -0.12 -0.77 1.30 -0.08
N -0.64 -2.01 0.67 -0.35
O -0.56 -3.06 1.24 0.10
O -1.19 -1.86 -0.42 0.02
H -0.02 0.20 -1.95 0.11
H 1.22 0.75 0.44 0.15
H -1.21 1.11 1.33 0.07
H -1.94 -0.01 0.15 0.14
H 0.30 -0.85 2.21 0.12
```

---

Question: Which value of net charge does entry 1 give?
Answer: 0

---

Please write out number 2 again, unchanged.
Entry from OMol25: one molecule with the formula C4H6N2O2 at a distorted geometry (ωB97M-V with the def2-TZVPD basis set).

## Properties
F_max: 5.1 eV/Å
highest occupied orbital energy: -9.8455 eV
frontier orbital gap: 10.28 eV
E_LUMO: 0.436 eV
net charge: 0

The geometry in XYZ format:
```
14
Properties=species:S:1:pos:R:3:lowdin_charge:R:1
H 1.55 -1.39 -2.42 0.05
N 1.37 -1.13 -1.46 0.12
C 0.47 -0.31 -1.18 -0.25
C 0.36 0.14 0.22 -0.19
C -1.04 0.29 0.75 -0.02
C -0.12 -0.77 1.30 -0.08
N -0.64 -2.01 0.67 -0.35
O -0.56 -3.06 1.24 0.10
O -1.19 -1.86 -0.42 0.02
H -0.02 0.20 -1.95 0.11
H 1.22 0.75 0.44 0.15
H -1.21 1.11 1.33 0.07
H -1.94 -0.01 0.15 0.14
H 0.30 -0.85 2.21 0.12
```